The following is a DFT calculation (ωB97M-V/def2-TZVPD) of a structure of composition C33H39AsN6O3S2Si2Ti.

Each line ends with the Mulliken spin population.
Atoms and positions in Å:
1 Ti 12.6788 13.5750 10.4714  0.996
2 S 16.1185 9.1816 12.5863  0.000
3 C 17.5280 8.1978 12.8376  0.000
4 C 18.6596 8.8805 12.5944  0.001
5 C 18.4098 10.2039 12.0456  -0.001
6 C 17.0755 10.5095 12.0265  0.002
7 C 16.5985 11.8099 11.5341  -0.006
8 C 15.2589 11.9537 11.1767  -0.012
9 N 14.7321 13.1304 10.8945  0.029
10 C 15.5724 14.2365 10.9031  -0.027
11 C 17.0068 14.1127 10.9260  -0.014
12 C 17.7409 15.3494 10.8090  -0.003
13 C 17.1231 16.5957 10.7756  0.003
14 C 15.6903 16.6772 10.8022  0.005
15 C 14.9570 17.8953 10.8811  0.002
16 C 13.5800 17.7931 10.9091  0.000
17 C 12.9080 16.5893 10.8787  0.004
18 N 13.5601 15.4205 10.7620  -0.008
19 C 14.9530 15.4697 10.6999  -0.003
20 C 12.7817 19.0255 10.8448  0.000
21 C 13.2990 20.2209 10.4097  0.000
22 C 12.3575 21.2926 10.4766  0.000
23 C 11.1934 20.8994 11.0681  0.000
24 S 11.0745 19.2302 11.3622  0.000
25 C 17.4926 12.8499 11.1925  0.001
26 H 17.3057 7.2396 13.2301  0.000
27 H 19.6692 8.3998 12.6988  0.000
28 H 19.2060 10.9624 11.8424  0.000
29 H 14.5662 11.1202 11.1429  0.006
30 H 18.8310 15.3049 10.9621  0.000
31 H 17.6905 17.5269 10.6866  0.000
32 H 15.5091 18.7770 11.2532  0.000
33 H 11.8745 16.5252 11.1306  0.008
34 H 14.2760 20.3062 9.9673  0.000
35 H 12.5088 22.3062 10.0533  0.000
36 H 10.2771 21.4600 11.2574  0.000
37 H 18.5965 12.6726 11.2099  0.000
38 N 13.2907 12.4967 14.5994  -0.001
39 N 12.0247 12.0030 14.1471  0.003
40 C 11.5223 12.1773 12.9148  0.004
41 O 10.5242 11.6326 12.4588  0.004
42 O 12.3010 12.9121 12.1227  0.025
43 H 13.8817 12.4792 13.7562  0.001
44 H 13.7261 11.7416 15.1051  0.000
45 H 11.3408 11.6557 14.8128  0.000
46 C 11.1859 9.0037 10.1058  0.000
47 Si 12.2592 9.4087 8.6098  -0.001
48 C 11.3305 9.0389 7.0032  -0.001
49 C 13.7230 8.2205 8.4786  0.002
50 As 12.6136 11.8191 8.6873  0.001
51 Si 13.1179 12.4507 6.3782  -0.008
52 C 11.5503 13.1822 5.6064  0.003
53 C 13.7510 11.0679 5.3556  -0.001
54 C 14.3687 13.8630 6.2765  0.005
55 H 11.2324 7.9589 10.3792  0.000
56 H 10.1442 9.1828 9.8908  0.000
57 H 11.4201 9.6747 10.9324  0.000
58 H 11.4090 7.9030 6.9321  0.000
59 H 11.7762 9.5788 6.1555  0.000
60 H 10.3221 9.4324 6.9758  0.000
61 H 13.3772 7.3126 7.9956  0.000
62 H 14.2141 7.9760 9.4130  0.000
63 H 14.4499 8.6170 7.7975  0.000
64 H 11.6897 14.2817 5.4110  0.000
65 H 10.6740 13.1098 6.2333  0.000
66 H 11.3240 12.6857 4.6331  0.000
67 H 13.5231 10.1076 5.7814  0.000
68 H 14.8581 11.1333 5.1970  0.000
69 H 13.2628 11.0201 4.3812  0.000
70 H 14.0468 14.5545 5.5373  0.000
71 H 15.3446 13.4954 5.9681  0.001
72 H 14.4081 14.4224 7.2640  0.000
73 N 7.0646 16.2761 7.2202  0.000
74 C 7.0949 15.4652 8.2859  -0.001
75 O 6.1179 15.1233 8.9629  0.000
76 C 8.4692 15.0148 8.7015  -0.003
77 C 8.4783 14.0747 9.7934  -0.011
78 C 9.6505 13.7144 10.4082  0.005
79 N 10.7888 14.4819 10.1609  0.019
80 C 10.7873 15.3157 9.1056  -0.008
81 C 9.6749 15.5733 8.3238  -0.006
82 H 6.1500 16.5978 6.9817  0.000
83 H 7.7858 16.2448 6.4859  0.000
84 H 7.5460 13.6959 10.2131  0.000
85 H 9.6152 13.0580 11.2500  -0.008
86 H 11.7056 15.8025 8.8718  -0.007
87 H 9.7966 16.2792 7.5053  -0.001

## Properties
Energy above the lowest of the compared OMol25 structures with the same formula, charge and spin, kJ/mol: 261.8
HOMO energy (spin up / spin down), hartree: -0.329 / -0.336
Total charge: +1
E_tot, eV: -171313.972
Maximum force, eV/A: 2.997
⟨S²⟩: 0.754
2S+1: 2
Frontier orbital gap (spin up / spin down), eV: 4.9 / 5.1